Record 1
55
Properties=species:S:1:pos:R:3:forces:R:3 method="wB97M-V/def2-TZVPD" total_energy_ha=-1941.42486 lumo_energy_ev=-0.412 orbital_gap_ev=6.80 mol_weight_g_mol=431.50
C -3.317 3.340 0.181 -0.16 -0.91 -0.50
C -4.803 3.127 0.571 0.30 1.27 0.23
O -5.428 4.099 0.927 -0.21 -0.89 -0.13
O -5.396 1.895 0.529 1.03 0.53 -0.25
C -4.482 0.835 0.178 -0.28 -0.85 0.01
C -5.175 -0.557 0.122 1.18 0.60 -0.62
C -4.030 -1.627 0.143 -1.18 -0.58 -0.04
C -3.201 -1.608 -1.170 0.81 -0.60 -0.29
C -1.840 -2.318 -1.049 -0.23 0.56 0.15
C -1.770 -3.766 -1.038 -0.55 -0.35 -0.05
N -0.671 -4.492 -0.970 -0.58 2.03 -0.11
C 0.432 -3.679 -0.921 1.87 -0.76 0.21
C 1.733 -4.315 -0.875 0.20 0.35 -0.07
C 2.902 -3.586 -0.820 -0.26 0.74 0.07
C 2.871 -2.126 -0.769 -0.64 -1.45 0.68
P 4.369 -1.071 -0.646 0.07 1.40 -1.70
S 4.761 0.001 -2.225 -2.76 -0.63 1.07
C 1.630 -1.521 -0.806 0.25 0.15 -0.02
C 0.401 -2.264 -0.899 0.57 0.41 0.04
N -0.769 -1.551 -0.962 -0.28 -1.44 -0.07
H -3.170 3.153 -0.904 -0.18 0.06 0.54
H -2.639 2.632 0.691 -0.29 0.51 -0.15
H -3.028 4.383 0.373 -0.33 -0.52 0.12
H -4.084 1.021 -0.838 0.04 0.11 0.70
H -3.671 0.807 0.931 -0.30 -0.05 -0.46
H -5.651 -0.618 -0.879 -0.20 -0.10 0.72
H -5.914 -0.707 0.924 0.36 0.11 -0.28
H -4.563 -2.605 0.167 0.48 0.39 0.12
H -3.426 -1.582 1.077 -0.26 0.22 -0.85
H -3.736 -2.134 -1.991 -0.04 0.35 0.56
H -2.974 -0.600 -1.555 -0.10 -0.35 0.40
H -2.724 -4.316 -1.103 0.48 0.28 0.06
H 1.807 -5.412 -0.890 -0.31 0.58 -0.04
H 3.860 -4.117 -0.816 -0.36 0.27 0.05
H 5.533 -1.846 -0.369 -0.75 -0.35 0.47
H 4.255 -0.158 0.442 -0.20 -0.89 0.22
H 1.564 -0.421 -0.772 -0.12 -0.58 -0.12
C -1.036 5.006 3.578 -0.12 0.30 0.28
C -0.656 4.030 2.566 0.00 0.05 0.08
N -0.358 3.260 1.769 0.06 -0.03 0.06
H -1.652 4.552 4.354 0.02 -0.14 -0.12
H -0.159 5.435 4.063 0.08 -0.11 -0.12
H -1.607 5.826 3.143 0.02 -0.11 -0.14
C 9.412 1.409 -2.903 0.34 0.20 0.01
C 8.102 0.778 -2.790 -0.02 0.09 0.06
N 7.065 0.286 -2.699 2.99 0.27 -0.91
H 10.128 0.750 -3.393 -0.14 -0.09 0.00
H 9.359 2.329 -3.486 -0.16 -0.05 0.00
H 9.816 1.664 -1.923 -0.14 -0.06 0.03
C 0.754 -0.067 2.253 0.44 0.21 -0.05
C -0.559 -0.686 2.361 0.07 0.06 -0.03
N -1.596 -1.171 2.446 0.06 0.02 0.08
H 1.470 -0.739 1.780 -0.16 -0.13 0.02
H 0.712 0.846 1.657 -0.21 -0.03 0.02
H 1.148 0.198 3.234 -0.17 -0.06 0.05

***

Record 2
48
Properties=species:S:1:pos:R:3:forces:R:3 method="wB97M-V/def2-TZVPD" total_energy_ha=-906.78245 relative_energy_kj_mol=1855.9 charge=+1 lumo_energy_ev=-2.761 orbital_gap_ev=7.51 mol_weight_g_mol=296.43
C 2.649 4.002 -4.906 -0.28 -0.47 2.48
C 2.411 2.968 -4.039 0.60 0.74 -1.86
C 1.086 2.712 -3.231 0.76 6.87 -12.92
N 0.400 1.669 -3.811 4.77 -0.56 -5.12
H 0.190 2.046 -4.737 -0.29 -0.79 -0.33
H -0.383 1.542 -3.368 -6.04 -1.55 3.09
C 1.233 0.274 -3.856 -12.44 2.60 11.93
H 1.506 0.365 -2.846 2.38 -0.61 0.76
H 1.618 0.193 -4.655 6.10 -1.35 -10.29
C -0.127 -0.672 -3.674 0.15 -1.18 -6.41
O -1.288 -0.252 -3.007 1.20 0.57 0.73
C -1.282 -0.437 -1.631 9.25 -2.64 1.18
C -0.041 -0.957 -0.754 0.29 -2.93 -5.48
C -0.303 -1.480 0.475 -0.60 3.76 -0.63
C -1.455 -0.945 1.226 6.64 -6.73 1.77
C -2.318 -0.489 0.429 -9.53 2.41 8.82
C -2.157 -0.130 -0.764 -6.82 4.55 -9.71
H -3.021 0.299 -1.410 0.46 -0.34 1.68
H -3.474 -0.192 1.092 3.44 -0.71 -2.55
C -1.442 -1.530 2.604 -3.26 4.13 1.64
C -0.225 -0.903 3.329 -0.96 -12.96 1.02
C 0.558 -1.935 4.046 -2.65 3.30 0.70
C 1.619 -1.445 4.784 4.59 0.36 0.97
C 2.205 -0.203 4.488 -3.03 3.72 0.31
C 1.156 0.867 3.733 12.13 -4.99 8.40
C 0.248 0.264 3.193 -6.34 4.71 -6.35
H -0.114 1.038 2.521 -1.89 -0.57 -0.82
H 1.621 1.698 3.538 1.66 4.88 -1.10
H 3.136 0.253 4.999 -1.68 -1.17 -0.85
H 2.284 -2.045 5.541 -1.70 0.55 -1.63
H 0.073 -2.830 4.414 0.17 -0.29 -0.67
C -2.674 -0.600 3.413 5.26 -9.93 2.69
H -2.596 0.308 3.296 1.07 9.24 -1.36
H -3.498 -0.989 3.077 -5.03 -1.89 -1.60
H -2.498 -0.904 4.459 -0.44 0.39 -0.30
C -1.863 -3.086 2.697 9.55 2.56 3.54
H -2.011 -3.136 3.815 -0.09 -1.04 -1.42
H -0.726 -3.710 2.273 -3.90 1.52 1.52
H -2.612 -3.222 2.101 -4.50 -1.20 -3.26
H 0.536 -1.978 0.837 0.88 -1.02 1.47
H 0.934 -1.537 -1.295 -2.57 2.01 1.23
H -0.514 -0.955 -4.919 0.90 1.36 3.64
H 0.248 -1.644 -3.491 0.02 -1.00 1.25
H 0.706 3.753 -3.372 -1.11 -1.14 0.39
H 1.392 2.633 -2.419 3.94 -2.09 13.66
H 3.207 2.233 -3.957 -0.16 -0.24 0.12
H 3.607 4.220 -5.406 -0.56 -0.69 0.22
H 1.997 4.871 -4.832 -0.32 -0.19 -0.57

***

Record 3
64
Properties=species:S:1:pos:R:3:forces:R:3 method="wB97M-V/def2-TZVPD" total_energy_ha=-6360.36566 spin_multiplicity=2 relative_energy_kj_mol=0.0 charge=+2 lumo_energy_ev="-8.340 / -8.122" orbital_gap_ev="6.43 / 6.67" mol_weight_g_mol=825.48
Re 0.629 0.651 -0.117 0.79 0.44 0.03
O -1.113 2.042 -0.074 0.23 0.14 -0.21
C -2.241 1.372 0.538 -0.14 -0.06 0.18
C -2.300 -0.035 -0.014 -0.09 0.09 0.00
N -0.982 -0.749 0.138 -0.14 -0.04 0.03
C -0.874 -1.723 -0.970 0.04 -0.02 -0.39
C -0.501 -0.929 -2.243 -0.07 -0.23 0.17
O -0.709 -1.241 -3.362 0.08 -0.07 0.17
O 0.116 0.248 -1.885 -0.32 -0.06 -0.02
C -0.828 -1.341 1.484 -0.03 -0.07 0.35
C -0.272 -0.284 2.455 -0.10 -0.26 0.02
O -0.397 -0.272 3.630 0.05 -0.11 -0.20
O 0.412 0.668 1.755 -0.25 0.05 -0.02
H -1.373 2.457 -0.910 -0.01 0.00 0.01
H -2.064 1.424 1.613 -0.08 -0.05 -0.07
H -3.154 1.924 0.317 0.00 -0.07 0.01
H -3.090 -0.630 0.450 0.03 0.06 0.02
H -2.513 0.021 -1.084 -0.03 0.00 0.05
H -0.076 -2.435 -0.752 -0.05 0.03 -0.06
H -1.803 -2.272 -1.131 0.03 0.00 0.00
H -1.765 -1.751 1.865 0.05 0.01 -0.01
H -0.094 -2.150 1.428 -0.02 0.07 0.07
C 2.721 -2.733 -4.328 0.02 -0.01 -0.03
O 2.728 -2.008 -3.070 -0.09 0.14 -0.07
C 3.447 -0.885 -3.061 0.49 -0.42 -0.01
O 4.121 -0.468 -3.958 -0.30 0.05 0.01
C 3.264 -0.170 -1.761 -0.05 0.34 -0.03
C 3.889 0.997 -1.512 -0.22 -0.18 -0.04
As 5.892 0.856 -1.325 0.10 -0.14 -0.12
C 6.400 -0.801 -2.226 0.08 0.05 -0.02
C 5.384 -0.082 0.413 -0.03 0.04 0.01
C 4.225 -0.542 0.901 -0.01 -0.08 0.00
As 2.586 -0.897 -0.123 0.03 -0.26 -0.09
C 2.524 -2.843 -0.184 -0.04 0.07 0.02
C 4.129 -0.990 2.322 -0.04 0.14 0.05
O 4.992 -0.846 3.135 0.03 -0.09 -0.01
O 2.907 -1.497 2.583 -0.02 0.00 -0.04
C 2.710 -1.922 3.960 0.02 -0.02 0.06
C 6.685 -0.382 1.144 0.09 -0.07 -0.02
O 7.163 -1.448 0.869 -0.06 0.02 -0.01
O 7.309 0.529 1.848 0.09 -0.05 0.01
C 6.665 1.733 2.276 -0.08 0.15 0.07
C 3.469 1.984 -0.506 0.41 0.31 0.22
O 4.176 2.755 0.058 -0.24 -0.22 -0.05
O 2.035 2.170 -0.324 0.05 0.01 0.04
C 1.748 3.434 0.395 -0.06 0.20 -0.08
H 1.919 -3.458 -4.240 0.03 0.00 -0.02
H 3.681 -3.227 -4.463 -0.02 0.02 -0.02
H 2.537 -2.040 -5.146 0.00 -0.04 0.01
H 6.433 -0.623 -3.299 0.02 0.00 0.08
H 5.774 -1.658 -1.990 -0.01 0.02 0.00
H 7.409 -0.996 -1.856 -0.05 -0.01 0.00
H 3.556 -3.200 -0.199 -0.07 0.08 -0.01
H 2.015 -3.182 -1.084 0.02 0.06 0.07
H 2.041 -3.207 0.722 0.03 0.04 -0.04
H 1.640 -2.049 4.087 0.01 -0.01 -0.01
H 3.091 -1.159 4.635 -0.04 -0.04 -0.03
H 3.238 -2.859 4.123 0.00 0.04 0.01
H 6.781 1.787 3.356 -0.01 0.02 -0.07
H 5.603 1.734 2.026 0.02 -0.01 -0.02
H 7.163 2.575 1.796 -0.03 -0.06 0.05
H 0.669 3.533 0.394 0.04 0.00 0.01
H 2.226 4.245 -0.149 -0.04 -0.03 0.06
H 2.142 3.352 1.403 -0.03 0.04 -0.04

***

Record 4
64
Properties=species:S:1:pos:R:3:forces:R:3 method="wB97M-V/def2-TZVPD" total_energy_ha=-6360.30732 spin_multiplicity=4 relative_energy_kj_mol=120.7 charge=+2 lumo_energy_ev="-8.041 / -9.449" orbital_gap_ev="6.75 / 5.23" mol_weight_g_mol=825.48
Re 0.219 0.170 1.922 -0.22 0.20 0.45
O -1.470 1.523 2.352 0.01 -0.04 0.03
C -1.154 2.159 3.630 -0.09 0.03 -0.05
C -0.745 1.120 4.646 0.12 -0.09 0.03
N 0.323 0.231 4.084 0.09 -0.02 -0.02
C 0.063 -1.192 4.452 0.18 0.19 0.00
C -1.095 -1.717 3.616 -0.15 0.12 -0.46
O -1.875 -2.531 3.981 -0.06 -0.10 0.07
O -1.144 -1.154 2.368 0.17 -0.19 0.34
C 1.710 0.649 4.441 -0.20 0.03 -0.04
C 2.676 0.355 3.300 -0.29 0.07 -0.42
O 3.811 0.069 3.430 0.17 -0.01 -0.01
O 2.082 0.479 2.036 0.39 -0.20 0.40
H -2.338 1.089 2.392 0.07 0.03 -0.03
H -0.348 2.857 3.405 0.03 0.00 -0.02
H -2.015 2.730 3.975 -0.03 0.00 -0.03
H -0.398 1.605 5.561 -0.01 -0.02 0.03
H -1.598 0.495 4.913 -0.03 0.01 -0.02
H 0.953 -1.777 4.207 0.00 -0.02 0.04
H -0.147 -1.308 5.515 -0.04 0.00 0.01
H 1.726 1.727 4.611 0.01 0.01 -0.01
H 2.055 0.154 5.348 0.01 0.01 0.03
C -3.814 -3.182 -0.191 0.05 0.07 0.03
O -2.778 -2.161 -0.316 -0.07 -0.05 0.01
C -2.818 -1.444 -1.417 0.14 0.09 -0.02
O -3.589 -1.543 -2.327 -0.01 0.03 0.02
C -1.763 -0.346 -1.349 0.06 -0.38 0.03
C -1.738 0.684 -2.186 0.17 0.48 0.00
As -1.269 0.201 -4.034 0.10 -0.17 0.16
C -1.561 -1.674 -4.426 -0.12 -0.07 -0.11
C 0.592 0.061 -3.341 0.02 -0.03 -0.07
C 1.027 -0.077 -2.083 -0.02 0.04 0.01
As 0.013 -0.576 -0.463 -0.25 0.10 -0.34
C 0.218 -2.495 -0.570 0.01 -0.05 0.02
C 2.513 -0.097 -1.847 -0.07 -0.06 0.16
O 3.325 0.295 -2.632 0.02 0.00 -0.06
O 2.770 -0.572 -0.627 0.05 -0.01 -0.05
C 4.176 -0.612 -0.253 -0.06 -0.01 0.02
C 1.532 -0.171 -4.530 0.00 0.42 -0.16
O 1.668 -1.314 -4.853 -0.03 -0.23 0.02
O 1.985 0.845 -5.232 -0.08 -0.04 0.20
C 1.861 2.185 -4.716 0.02 -0.02 -0.02
C -1.200 2.088 -1.951 -0.59 -0.18 -0.16
O -0.923 2.806 -2.868 0.28 0.02 0.01
O -1.235 2.399 -0.670 0.12 0.13 0.05
C -0.861 3.774 -0.370 0.01 -0.09 0.02
H -3.621 -3.659 0.762 -0.01 -0.02 0.00
H -3.729 -3.883 -1.017 0.00 -0.03 0.00
H -4.790 -2.705 -0.205 -0.02 0.00 0.00
H -2.632 -1.847 -4.488 0.03 -0.01 -0.03
H -1.089 -2.323 -3.694 0.00 0.00 0.00
H -1.095 -1.834 -5.398 0.04 0.00 0.01
H 0.071 -2.839 -1.591 -0.02 -0.03 -0.01
H -0.482 -2.970 0.112 0.02 0.01 0.02
H 1.245 -2.694 -0.266 0.00 -0.02 -0.03
H 4.186 -0.879 0.797 0.04 0.00 0.00
H 4.619 0.367 -0.413 0.01 0.01 0.01
H 4.686 -1.355 -0.861 0.01 -0.01 -0.01
H 2.742 2.719 -5.053 0.01 0.00 -0.01
H 1.834 2.179 -3.628 0.03 0.04 -0.03
H 0.965 2.648 -5.124 -0.03 0.02 -0.01
H -1.125 3.916 0.671 0.01 0.01 0.02
H -1.415 4.454 -1.009 -0.02 0.00 -0.02
H 0.207 3.899 -0.529 0.02 0.02 0.00